(1)
{"formula": "C6H8CuFO2PS", "method": "wB97M-V/def2-TZVPD", "species": ["C", "C", "C", "C", "P", "S", "O", "C", "O", "C", "F", "H", "H", "H", "H", "H", "H", "H", "H", "Cu"], "positions_angstrom": [[-1.17, -0.02, 1.92], [-1.52, 0.16, 0.62], [-0.56, -0.03, -0.53], [0.79, 0.67, -0.38], [0.91, 2.51, -0.28], [-0.46, 3.35, 0.79], [1.59, 0.04, -1.41], [1.48, -1.28, -1.08], [2.36, -2.07, -1.00], [-0.02, -1.45, -0.80], [-0.25, -2.42, 0.24], [-1.41, 0.76, 2.64], [-0.67, -0.91, 2.27], [-2.54, 0.43, 0.36], [-1.10, 0.17, -1.46], [1.23, 0.29, 0.55], [0.98, 2.91, -1.62], [2.21, 2.70, 0.22], [-0.49, -1.89, -1.68], [-1.40, -3.92, 0.64]], "mulliken_charge": [-0.698, -0.516, 0.117, -0.433, 0.138, -0.321, -0.354, 0.310, -0.467, 0.157, -0.244, 0.292, 0.216, 0.400, 0.486, 0.465, 0.108, 0.126, 0.371, 0.847], "e_homo_ev": -11.6, "fmax_ev_per_a": 2.24, "e_lumo_ev": -6.35, "gap_ev": 5.211, "charge": 1}


(2)
{"formula": "C13H9NO4S", "method": "wB97M-V/def2-TZVPD", "species": ["C", "S", "O", "O", "C", "C", "C", "C", "C", "C", "C", "O", "C", "C", "C", "N", "O", "C", "C", "H", "H", "H", "H", "H", "H", "H", "H", "H"], "positions_angstrom": [[-1.01, 4.12, -3.16], [-1.18, 2.47, -3.85], [-2.60, 2.36, -4.30], [-0.22, 2.28, -4.95], [-0.86, 1.40, -2.44], [-1.72, 1.29, -1.38], [-1.44, 0.39, -0.36], [-0.30, -0.37, -0.37], [-0.08, -1.41, 0.65], [0.13, -2.24, 1.50], [0.31, -3.32, 2.40], [-0.30, -4.37, 2.13], [1.05, -3.09, 3.69], [1.87, -2.07, 4.05], [2.45, -2.42, 5.31], [1.97, -3.56, 5.70], [1.13, -4.06, 4.66], [0.57, -0.30, -1.41], [0.30, 0.61, -2.46], [-1.70, 4.26, -2.32], [-1.21, 4.86, -3.95], [0.00, 4.27, -2.77], [-2.69, 1.82, -1.41], [-2.16, 0.30, 0.46], [2.09, -1.18, 3.47], [3.16, -1.82, 5.88], [1.47, -0.90, -1.45], [0.97, 0.65, -3.32]], "mulliken_charge": [-1.017, 1.321, -0.652, -0.653, 0.008, -0.277, -0.718, 0.643, -0.214, 0.150, 0.371, -0.516, 0.130, 0.069, -0.521, -0.362, -0.191, -0.619, -0.504, 0.367, 0.359, 0.360, 0.405, 0.400, 0.390, 0.394, 0.440, 0.438], "e_homo_ev": -10.1, "fmax_ev_per_a": 4.17, "e_lumo_ev": -1.11, "gap_ev": 8.989, "charge": 0, "smiles": "CS(=O)(=O)c1ccc(C#CC(=O)c2ccno2)cc1"}


(3)
{"formula": "C6H9N5O4", "method": "wB97M-V/def2-TZVPD", "species": ["C", "C", "C", "C", "C", "C", "N", "N", "N", "N", "N", "O", "O", "O", "O", "H", "H", "H", "H", "H", "H", "H", "H", "H"], "positions_angstrom": [[-2.07, 0.68, 0.09], [-2.23, -0.65, -0.14], [-0.93, 1.27, 0.75], [-1.03, -1.52, -0.22], [0.32, -0.98, -0.56], [0.14, 2.02, 0.34], [1.24, 2.51, 1.08], [2.60, -1.44, -0.62], [1.35, -1.73, -0.21], [-1.17, -2.76, 0.31], [0.18, 2.45, -1.05], [-2.22, -3.25, 0.69], [-0.05, -3.45, 0.51], [-0.83, 2.43, -1.66], [1.30, 2.76, -1.46], [-3.00, 1.20, 0.06], [-3.22, -1.00, -0.47], [-0.89, 1.14, 1.91], [0.40, -0.16, -1.33], [1.39, 2.07, 1.91], [1.75, 3.38, 0.99], [3.25, -1.36, 0.20], [2.87, -0.70, -1.20], [0.86, -2.91, 0.07]], "mulliken_charge": [-0.583, -0.340, -0.388, 0.034, -0.079, 0.457, -0.469, -0.811, 0.019, 0.841, 0.966, -0.692, -0.605, -0.535, -0.602, 0.457, 0.391, 0.167, 0.507, 0.170, 0.182, 0.230, 0.251, 0.434], "e_homo_ev": -8.1, "fmax_ev_per_a": 4.09, "e_lumo_ev": -0.74, "gap_ev": 7.349, "charge": 0}


(4)
{"formula": "C8H14F11NOP", "method": "wB97M-V/def2-TZVPD", "species": ["N", "C", "C", "O", "C", "C", "C", "C", "C", "F", "F", "C", "F", "F", "F", "H", "H", "H", "H", "H", "H", "H", "H", "H", "H", "H", "H", "H", "H", "F", "P", "F", "F", "F", "F", "F"], "positions_angstrom": [[2.87, -0.66, 0.36], [2.22, -0.41, -0.93], [2.80, 0.80, -1.67], [2.79, 2.02, -0.96], [1.56, 2.33, -0.34], [0.33, 2.41, -1.27], [-0.98, 2.23, -0.42], [-1.77, 1.02, -0.95], [-3.01, 0.67, -0.15], [-2.67, 0.11, 1.01], [-3.81, 1.72, 0.08], [-3.84, -0.45, -0.93], [-4.95, 0.06, -1.42], [-4.11, -1.45, -0.13], [-3.14, -0.99, -1.92], [2.84, 0.17, 0.94], [2.26, -1.32, 0.85], [2.37, -1.29, -1.56], [1.13, -0.30, -0.78], [3.84, 0.55, -1.90], [2.30, 0.86, -2.66], [1.69, 3.33, 0.09], [1.33, 1.69, 0.52], [0.23, 3.38, -1.77], [0.29, 1.64, -2.05], [-1.59, 3.13, -0.55], [-0.74, 2.14, 0.65], [-1.10, 0.15, -0.89], [-1.98, 1.20, -2.01], [1.96, -4.01, 3.21], [0.41, -3.53, 2.97], [-0.74, -3.49, 4.13], [0.67, -3.90, 1.39], [0.03, -5.12, 3.16], [-0.53, -2.44, 2.18], [1.07, -2.24, 3.73]], "mulliken_charge": [-0.710, 0.268, -0.691, -0.441, -0.682, -0.441, -0.767, -0.722, 0.785, -0.286, -0.335, 0.721, -0.275, -0.258, -0.278, 0.271, 0.255, 0.415, -0.264, 0.418, 0.292, 0.391, 0.285, 0.385, 0.349, 0.343, 0.403, 0.152, 0.395, -0.345, 0.985, -0.328, -0.341, -0.330, -0.274, -0.345], "e_homo_ev": -6.9, "fmax_ev_per_a": 2.22, "e_lumo_ev": 2.63, "gap_ev": 9.520, "charge": -1}


(5)
{"formula": "C9H14", "method": "wB97M-V/def2-TZVPD", "species": ["C", "C", "C", "C", "C", "C", "C", "H", "H", "H", "H", "H", "H", "H", "H", "C", "C", "H", "H", "H", "H", "H", "H"], "positions_angstrom": [[2.36, 0.13, -1.74], [1.63, 0.89, -0.67], [1.10, 0.22, 0.42], [0.33, 0.90, 1.35], [0.19, 2.28, 1.26], [0.79, 2.97, 0.21], [1.47, 2.27, -0.78], [2.78, -0.79, -1.33], [3.16, 0.72, -2.17], [1.71, -0.22, -2.55], [1.23, -0.85, 0.49], [-0.20, 0.39, 2.14], [-0.45, 2.81, 1.95], [0.71, 4.05, 0.18], [1.82, 2.75, -1.68], [-1.62, -2.54, 0.62], [-3.03, -2.06, 0.17], [-1.22, -1.96, 1.44], [-1.64, -3.60, 0.85], [-0.95, -2.33, -0.22], [-3.13, -2.25, -0.90], [-3.80, -2.75, 0.53], [-3.24, -1.03, 0.43]], "mulliken_charge": [-1.409, 0.853, -0.371, -0.484, -0.503, -0.442, -0.430, 0.362, 0.395, 0.276, 0.334, 0.341, 0.362, 0.350, 0.360, -0.551, -0.879, 0.117, 0.347, 0.150, 0.261, 0.285, 0.277], "e_homo_ev": -9.0, "fmax_ev_per_a": 1.15, "e_lumo_ev": 1.01, "gap_ev": 10.054, "charge": 0, "smiles": "Cc1ccccc1.CC"}


(6)
{"formula": "C12H25NO5P", "method": "wB97M-V/def2-TZVPD", "species": ["C", "C", "O", "C", "C", "N", "C", "C", "P", "O", "C", "C", "C", "H", "H", "H", "H", "H", "H", "H", "H", "H", "H", "H", "H", "H", "H", "H", "H", "H", "H", "H", "C", "O", "C", "O", "O", "C", "H", "H", "H", "H", "H", "H"], "positions_angstrom": [[-0.31, -3.52, -0.53], [-1.69, -3.24, 0.36], [-2.86, -2.89, -0.46], [-2.95, -1.44, -0.68], [-2.58, -1.16, -2.26], [-1.32, -0.34, -2.40], [-1.55, 1.01, -2.24], [-0.12, 1.78, -2.46], [0.15, 2.91, -0.94], [0.30, 2.01, 0.35], [1.02, 0.69, -2.90], [1.31, 0.57, -4.54], [0.12, -0.71, -2.67], [-0.46, -3.35, -1.68], [0.08, -4.61, -0.33], [0.52, -2.76, -0.17], [-1.94, -4.27, 0.89], [-1.40, -2.43, 1.16], [-2.20, -0.80, -0.04], [-4.02, -1.00, -0.50], [-3.46, -0.49, -2.71], [-2.55, -2.14, -2.91], [-2.53, 1.59, -1.99], [-0.33, 2.37, -3.48], [-1.09, 3.66, -0.77], [1.19, 3.90, -1.09], [1.95, 0.56, -2.18], [0.28, 0.17, -4.99], [1.57, 1.60, -5.03], [2.11, -0.26, -4.78], [0.53, -1.09, -1.64], [0.20, -1.54, -3.51], [2.32, 2.26, 6.82], [2.79, 1.77, 5.57], [1.83, 1.27, 4.76], [0.64, 1.20, 5.03], [2.41, 0.85, 3.61], [1.51, 0.28, 2.66], [3.17, 2.64, 7.38], [1.61, 3.08, 6.67], [1.86, 1.45, 7.40], [0.77, 1.03, 2.35], [1.02, -0.61, 3.08], [2.09, -0.02, 1.79]], "mulliken_charge": [-0.517, -0.219, -0.397, -0.214, -0.783, 0.372, -0.274, -0.142, 0.186, -0.471, 0.050, -1.160, -0.544, 0.125, 0.332, 0.074, 0.294, 0.239, 0.228, 0.300, 0.335, 0.367, 0.387, 0.381, 0.122, 0.163, 0.412, 0.323, 0.333, 0.309, -0.019, 0.383, -0.608, -0.312, 0.716, -0.540, -0.311, -0.521, 0.222, 0.287, 0.288, 0.307, 0.296, 0.202], "e_homo_ev": -12.5, "fmax_ev_per_a": 5.56, "e_lumo_ev": -4.92, "gap_ev": 7.547, "charge": 1}


(7)
{"formula": "C8H10O", "method": "wB97M-V/def2-TZVPD", "species": ["C", "C", "C", "C", "C", "C", "C", "C", "O", "H", "H", "H", "H", "H", "H", "H", "H", "H", "H"], "positions_angstrom": [[2.02, 0.05, -0.23], [1.43, -1.23, -0.53], [0.48, -0.41, 1.41], [-0.09, -1.04, 0.19], [-0.15, 1.32, -0.10], [1.14, 0.80, 0.71], [-1.03, 0.15, -0.23], [-2.26, -0.11, -0.87], [3.10, 0.46, -0.61], [-0.34, -0.01, 2.03], [1.24, -1.04, 1.76], [1.63, -1.68, -1.51], [-0.41, -2.08, 0.43], [-0.67, 2.09, 0.56], [0.06, 1.68, -1.15], [1.65, 1.56, 1.27], [-3.00, 0.71, -0.70], [-2.85, -0.92, -0.46], [-1.95, -0.31, -1.95]], "mulliken_charge": [0.409, -0.749, -1.038, 0.288, -0.601, -0.053, 0.029, -1.239, -0.590, 0.351, 0.518, 0.359, 0.392, 0.315, 0.291, 0.434, 0.320, 0.327, 0.235], "e_homo_ev": [-7.4, -9.1], "fmax_ev_per_a": 4.87, "e_lumo_ev": [-1.23, 0.47], "gap_ev": [6.168, 9.555], "charge": 0}


(8)
{"formula": "C14H42FN7O5P2S", "method": "wB97M-V/def2-TZVPD", "species": ["C", "N", "C", "P", "O", "N", "C", "C", "N", "C", "C", "H", "H", "H", "H", "H", "H", "H", "H", "H", "H", "H", "H", "H", "H", "H", "H", "H", "H", "C", "N", "C", "P", "O", "N", "C", "C", "N", "C", "C", "H", "H", "H", "H", "H", "H", "H", "H", "H", "H", "H", "H", "H", "H", "H", "H", "H", "H", "O", "S", "O", "F", "N", "C", "C", "O", "H", "H", "H", "H", "H", "H"], "positions_angstrom": [[-2.12, 0.20, -2.41], [-2.24, -0.65, -1.25], [-3.43, -0.39, -0.45], [-1.35, -2.03, -0.93], [-2.30, -3.09, -0.50], [-0.68, -2.67, -2.39], [-1.44, -2.55, -3.63], [-0.22, -4.04, -2.20], [0.07, -1.28, -0.41], [0.00, -0.79, 0.97], [1.40, -1.84, -0.65], [-1.08, 0.24, -2.76], [-2.40, 1.23, -2.16], [-2.76, -0.13, -3.23], [-3.38, 0.62, -0.04], [-3.50, -1.09, 0.37], [-4.35, -0.48, -1.05], [-2.48, -2.87, -3.52], [-0.96, -3.17, -4.39], [-1.42, -1.53, -4.01], [-1.05, -4.76, -2.19], [0.31, -4.15, -1.26], [0.47, -4.31, -3.01], [0.61, 0.11, 1.07], [0.35, -1.53, 1.69], [-1.03, -0.52, 1.24], [1.61, -1.88, -1.71], [1.54, -2.84, -0.22], [2.13, -1.18, -0.18], [3.99, -0.49, 5.85], [4.14, -0.74, 4.44], [4.01, -2.14, 4.08], [4.16, 0.40, 3.22], [3.28, -0.09, 2.14], [3.40, 1.85, 3.75], [2.27, 1.77, 4.66], [3.07, 2.72, 2.62], [5.75, 0.96, 3.45], [6.76, 0.07, 2.87], [6.13, 2.35, 3.22], [4.45, 0.46, 6.13], [4.50, -1.27, 6.43], [2.94, -0.48, 6.16], [4.81, -2.73, 4.54], [4.08, -2.27, 3.00], [3.04, -2.56, 4.39], [1.51, 1.04, 4.34], [1.79, 2.74, 4.73], [2.58, 1.52, 5.67], [2.19, 2.37, 2.07], [3.89, 2.76, 1.91], [2.89, 3.73, 2.98], [7.67, 0.11, 3.48], [7.01, 0.33, 1.84], [6.41, -0.97, 2.88], [5.62, 3.01, 3.92], [5.94, 2.70, 2.20], [7.20, 2.44, 3.41], [-4.13, 1.60, -4.20], [-5.11, 2.55, -4.61], [-5.92, 3.14, -3.62], [-4.36, 3.68, -5.37], [-6.05, 1.99, -5.82], [-7.08, 1.04, -5.37], [-8.46, 1.73, -5.11], [-8.35, 3.13, -5.26], [-5.48, 1.65, -6.58], [-6.75, 0.50, -4.48], [-7.23, 0.33, -6.18], [-8.79, 1.47, -4.11], [-9.16, 1.37, -5.86], [-8.93, 3.55, -4.62]], "mulliken_charge": [-1.103, 0.337, -1.133, 0.505, -0.920, 0.091, -0.980, -1.156, 0.251, -0.804, -0.948, 0.355, 0.349, 0.335, 0.359, 0.355, 0.329, 0.299, 0.364, 0.289, 0.329, 0.385, 0.358, 0.137, 0.328, 0.365, 0.271, 0.287, 0.403, -1.140, 0.329, -1.138, 0.374, -0.654, 0.024, -0.944, -1.049, 0.193, -1.020, -0.926, 0.339, 0.371, 0.307, 0.352, 0.320, 0.375, 0.272, 0.366, 0.299, 0.228, 0.359, 0.373, 0.340, 0.355, 0.333, 0.258, 0.314, 0.394, -0.421, 0.998, -0.548, -0.216, -0.321, -0.565, -0.355, -0.496, 0.336, 0.241, 0.416, 0.325, 0.260, 0.306], "e_homo_ev": -8.0, "fmax_ev_per_a": 4.00, "e_lumo_ev": 0.52, "gap_ev": 8.559, "charge": 0, "smiles": "CN(C)P(=O)(N(C)C)N(C)C.CN(C)P(=O)(N(C)C)N(C)C.O=S(=O)(F)NCCO"}